Entry from OMol25: a cluster of 2 separate species, C4H6NO2 in total in a non-equilibrium geometry (ωB97M-V/def2-TZVPD).

For the energy relative to the best compared isomer or geometry (same formula, charge and spin), the calculation gives 7.298 eV. The value obtained for the HOMO-LUMO gap is 5.0 eV. The calculation puts the HOMO energy at -1.29 eV. As for the largest force on an atom: 0.082 hartree/bohr. The total energy comes out at -9824.38547 eV.

```
! wB97M-V def2-TZVPD RIJCOSX def2/J DEFGRID3
* xyz -1 1
C 2.24 -0.22 -1.08
C 1.84 0.20 0.01
C -1.50 -1.04 -0.36
C 1.69 0.81 1.21
N -1.86 1.31 0.41
O -1.80 1.58 -0.73
O -1.89 -0.14 0.66
H 1.98 -0.92 -1.94
H -0.68 -1.59 0.10
H -0.97 -0.37 -1.12
H -2.32 -1.63 -0.62
H 1.39 1.86 1.38
H 1.87 0.15 2.08
*
```


Entry from OMol25: the ion C4H6NO2 with charge +1 in a non-equilibrium geometry (ωB97M-V/def2-TZVPD).

As for the SMILES: OC[n+]1ccco1. For the energy relative to the best compared isomer or geometry (same formula, charge and spin), the calculation gives 2.380 eV. The value obtained for the HOMO-LUMO gap is 10.5 eV. The calculation puts the HOMO energy at -15.67 eV. As for the largest force on an atom: 0.093 hartree/bohr. The total energy comes out at -9820.22117 eV.

```
! wB97M-V def2-TZVPD RIJCOSX def2/J DEFGRID3
* xyz 1 1
C 1.87 0.73 0.52
C 1.09 -0.41 0.24
C 1.20 1.76 -0.09
C -1.20 -0.66 -0.70
N 0.07 -0.13 -0.48
O 0.09 1.34 -0.69
O -1.86 -1.23 0.32
H 2.92 0.82 1.08
H 1.04 -1.36 0.77
H 1.52 2.75 -0.36
H -1.71 0.25 -0.89
H -1.14 -1.27 -1.71
H -1.57 -2.11 0.52
*
```


Entry from OMol25: a structure of composition C4H6NO2 in a non-equilibrium geometry (ωB97M-V/def2-TZVPD).

For the energy relative to the best compared isomer or geometry (same formula, charge and spin), the calculation gives 1.505 eV. The value obtained for the HOMO-LUMO gap is 11.5 eV. The calculation puts the HOMO energy at -16.22 eV. As for the largest force on an atom: 0.075 hartree/bohr. The total energy comes out at -9821.09613 eV.

```
! wB97M-V def2-TZVPD RIJCOSX def2/J DEFGRID3
* xyz 1 1
C -0.78 -1.27 0.56
C 1.40 0.04 1.36
C 0.41 0.55 -0.90
C -1.15 0.34 -1.02
N 0.59 0.02 0.40
O -0.75 -2.07 1.40
O -1.49 -0.92 -0.42
H 2.17 0.95 1.52
H 1.26 -0.71 2.23
H 1.12 -0.06 -1.55
H 0.56 1.66 -1.06
H -1.78 1.17 -0.46
H -1.57 0.32 -2.05
*
```